(1)
Density functional theory data (ωB97M-V/def2-TZVPD) for a 3-piece molecular cluster, C5H10N2O3 overall in a non-equilibrium geometry.

```
20
Properties=species:S:1:pos:R:3:forces:R:3
C -0.591083 1.791211 -0.043712 0.003 -0.254 0.019
C 2.120717 -0.204629 1.277315 0.183 -0.077 0.145
C 2.031383 -0.869691 -1.010230 0.128 -0.136 -0.076
N -0.642779 0.358111 -0.248222 -0.509 -0.924 0.627
N 1.718016 0.155404 -0.054092 1.253 0.004 0.012
C -0.692513 -0.664328 0.401819 0.231 1.368 -0.864
C -3.095056 0.096473 -0.296016 -1.550 0.165 -0.023
O -3.503147 -1.113690 -0.689955 -0.014 0.080 -0.058
O -0.683982 -1.723402 0.884553 -0.126 -0.321 0.215
O -3.726623 1.106907 -0.316252 0.424 -0.375 -0.040
H -4.435094 -1.060247 -0.995018 0.307 0.085 0.085
H -0.180463 2.024992 0.936767 -0.003 0.038 -0.023
H 0.057294 2.206896 -0.808797 -0.013 0.039 0.030
H -1.599017 2.194230 -0.136222 0.060 0.042 0.014
H 3.222972 -0.164952 1.342370 -0.150 0.008 -0.044
H 1.735526 0.516677 2.002129 -0.017 -0.040 -0.030
H 1.829588 -1.221573 1.586991 -0.023 0.120 -0.126
H 3.125798 -0.910041 -1.153256 -0.148 0.035 0.049
H 1.583016 -0.634489 -1.976126 -0.010 -0.013 0.042
H 1.725447 -1.883858 -0.704047 -0.025 0.155 0.045
```
Positions in Å, forces in eV/Å.

lowest unoccupied orbital energy (spin up / spin down)	-0.6 / 0.2	eV
DFT total energy	-14465.3777	eV
Kohn-Sham gap (spin up / spin down)	0.2974 / 0.3173	hartree
energy above the lowest of the compared OMol25 structures with the same formula, charge and spin	557.09	kJ/mol
charge	0
2S+1	1

(2)
Density functional theory data (ωB97M-V/def2-TZVPD) for C27H22Cl3IrN4O2SSb as an isolated structure in a non-equilibrium geometry.

```
61
Properties=species:S:1:pos:R:3:forces:R:3
Ir -0.304045 0.153806 -0.565214 0.173 0.169 1.318
C 0.337380 3.737496 -1.826539 0.018 0.003 0.051
C 0.510741 3.488373 -0.353607 0.074 -0.094 -0.059
C 0.526883 4.565731 0.528030 -0.006 0.051 -0.032
C 0.878412 4.366222 1.846240 0.029 0.019 0.040
C 1.260527 3.093675 2.248990 -0.057 -0.025 0.029
C 1.184555 2.059369 1.334838 -0.072 0.279 0.121
N 0.770950 2.246593 0.076968 0.121 0.074 -0.172
Sb 2.175604 0.249916 1.868390 0.444 -0.024 -0.199
C 2.860294 0.189819 -0.240684 -0.310 -0.061 -0.180
C 4.202277 0.149857 -0.576572 -0.054 0.096 0.132
C 4.582741 0.086376 -1.910355 0.015 0.019 -0.061
C 3.607855 0.072447 -2.884745 0.095 -0.005 -0.035
C 2.267813 0.111810 -2.515345 0.086 -0.019 0.213
C 1.199080 0.112287 -3.564649 -0.029 0.015 0.047
N 1.918263 0.158466 -1.218316 -0.069 -0.145 -1.168
C 1.174697 -1.541158 1.273930 -0.359 -0.277 0.064
C 1.377177 -2.659742 2.062044 0.085 0.046 -0.038
C 0.894754 -3.881888 1.628512 0.025 -0.072 -0.015
C 0.325872 -3.961106 0.372582 0.132 -0.076 0.005
C 0.169522 -2.826408 -0.406581 0.163 0.195 -0.154
C -0.222372 -2.993398 -1.846424 0.177 0.020 0.022
N 0.514317 -1.611622 0.099750 -0.155 -0.118 0.855
H -0.475124 4.439815 -2.020177 -0.001 -0.028 -0.010
H 0.162830 2.822089 -2.381221 0.035 -0.022 -0.003
H 1.256198 4.188800 -2.208336 -0.018 0.030 0.013
H 0.290526 5.555241 0.157308 0.012 -0.016 0.002
H 0.901363 5.196512 2.540959 -0.015 -0.026 -0.002
H 1.601823 2.905372 3.258463 -0.013 0.009 0.005
H 4.948852 0.173117 0.206565 -0.004 -0.013 -0.010
H 5.629869 0.050029 -2.183247 -0.015 -0.007 0.016
H 3.869216 0.021161 -3.933304 -0.008 0.010 0.010
H 1.414798 -0.618750 -4.343532 0.019 0.025 -0.005
H 1.128371 1.094642 -4.037515 0.021 -0.017 -0.002
H 0.224252 -0.122725 -3.133144 -0.017 -0.002 0.029
H 1.893752 -2.563454 3.007910 -0.034 0.004 0.005
H 1.004912 -4.769812 2.238143 -0.028 0.025 0.004
H 0.028314 -4.914975 -0.041539 -0.031 0.021 0.014
H -0.970907 -3.775418 -1.952136 -0.023 0.020 0.016
H 0.670459 -3.304264 -2.400728 -0.021 -0.032 0.049
H -0.601024 -2.084979 -2.292253 -0.021 0.068 -0.031
O -0.239707 0.091388 3.151370 -0.311 0.157 -0.054
C -1.064036 -0.095219 2.255485 0.254 -0.219 0.228
O -1.197483 0.722753 1.244563 0.227 0.211 -0.772
C -1.956616 -1.275652 2.255391 -0.016 -0.070 -0.057
C -2.228554 -1.937317 3.452740 0.081 0.047 -0.056
C -3.113596 -2.996751 3.483691 -0.054 -0.032 -0.032
C -3.734388 -3.396907 2.303776 -0.024 0.024 0.011
C -3.447620 -2.765370 1.105227 0.000 -0.087 0.037
C -2.544881 -1.703027 1.065360 0.058 0.029 -0.222
S -2.251630 -1.048518 -0.560601 -0.729 -0.519 -0.458
H -1.740833 -1.585875 4.352876 0.001 -0.002 -0.011
H -3.330282 -3.502758 4.414864 -0.003 0.012 -0.012
H -4.441595 -4.216715 2.314761 0.012 0.008 0.001
H -3.919751 -3.096851 0.187601 0.046 -0.029 0.017
Cl -4.148039 3.762058 -2.650743 -0.065 0.082 -0.113
C -3.663076 3.102105 -1.093628 0.354 -0.256 -0.069
Cl -4.938285 2.143145 -0.372159 -0.113 -0.074 0.048
Cl -3.131633 4.378101 0.002584 0.008 0.077 0.042
C -2.499437 2.222506 -1.326307 -0.387 0.213 -0.187
N -1.600354 1.539596 -1.500294 0.296 0.308 0.777
```
Positions in Å, forces in eV/Å.

lowest unoccupied orbital energy (spin up / spin down)	-3.7 / -3.7	eV
DFT total energy	-96183.0810	eV
Kohn-Sham gap (spin up / spin down)	0.2340 / 0.2339	hartree
energy above the lowest of the compared OMol25 structures with the same formula, charge and spin	178.21	kJ/mol
charge	+1
2S+1	1